[1]
The following is a DFT calculation (ωB97M-V/def2-TZVPD) of a cluster of 7 separate species, C5H24N2O7 in total.

```
38
Properties=species:S:1:pos:R:3:forces:R:3:nbo_charge:R:1
C 1.4991 0.1818 2.8597 0.659 -0.841 -0.210 -0.63
C 0.1173 0.2592 2.2188 0.753 -0.199 -0.016 -0.22
N -0.1530 -0.8522 1.3121 -0.017 0.312 -0.006 -0.62
C -0.1254 -0.8439 -0.0421 0.069 -0.016 -0.162 0.68
O -0.3585 -1.8643 -0.6762 0.018 -0.227 0.022 -0.67
C 0.1744 0.4705 -0.7814 0.176 0.256 0.028 -0.15
C 0.4406 0.2303 -2.2741 1.065 -0.030 1.435 -0.61
N -0.9251 1.3909 -0.5336 -0.546 0.219 0.271 -0.87
H 2.2596 -0.0551 2.1045 -0.263 0.313 -0.092 0.21
H 1.7746 1.1278 3.3235 -0.104 -0.040 0.214 0.21
H 1.6389 -0.6475 3.5626 -0.409 0.282 0.217 0.22
H -0.6695 0.2818 2.9649 -0.138 0.258 0.026 0.22
H 0.1212 1.1800 1.6520 -0.545 0.086 -0.061 0.21
H -0.2559 -1.7687 1.7240 0.010 -0.035 -0.065 0.41
H 1.0820 0.8983 -0.3388 -0.094 -0.082 -0.015 0.21
H 1.1823 -0.5639 -2.3344 -0.232 -0.331 -0.280 0.22
H 0.9689 1.1091 -2.6426 -0.641 0.094 -0.446 0.23
H -0.4811 -0.0468 -2.7654 -0.012 0.081 -0.465 0.21
H -0.7207 2.3613 -0.3451 0.361 -0.091 -0.172 0.38
H -1.6677 1.3363 -1.2129 -0.053 -0.147 -0.128 0.37
O 3.6615 1.0645 0.3835 -0.054 -0.082 -0.091 -0.95
H 4.3358 0.7305 0.9857 0.012 0.013 -0.044 0.48
H 3.2356 1.7839 0.8596 0.079 0.018 0.047 0.47
O -3.0438 1.4549 1.5379 0.237 -0.368 0.039 -0.98
H -3.3377 0.5313 1.5955 -0.357 0.320 0.008 0.49
H -2.3296 1.3550 0.8868 0.017 0.248 0.076 0.47
O -0.5803 3.0696 -3.6187 0.194 0.221 -0.764 -0.94
H -1.1716 2.4732 -3.1582 0.147 0.199 0.415 0.47
H -0.1076 3.6449 -3.0102 -0.339 -0.282 0.255 0.47
O 3.2376 -2.3441 0.4856 -0.061 0.130 0.000 -0.95
H 2.9404 -1.4932 0.1410 0.072 -0.028 -0.011 0.47
H 2.9296 -2.9919 -0.1563 -0.025 0.019 0.016 0.47
O -2.2768 -3.0539 -2.3930 -0.095 -0.006 -0.088 -0.95
H -1.4682 -2.5280 -2.4194 -0.026 0.015 0.143 0.48
H -2.1777 -3.5408 -1.5695 0.037 -0.029 -0.002 0.47
O -3.4418 -1.2310 0.7949 -0.153 -0.005 0.312 -0.97
H -3.8166 -1.7299 0.0628 0.267 -0.006 -0.084 0.49
H -2.4911 -1.3800 0.8164 -0.011 -0.240 -0.320 0.48
```
Positions in Å, forces in eV/Å.

E_HOMO (eV): -9.95
Calculated total energy (eV): -22887.6462
Frontier orbital gap (eV): 9.9401
Maximum force (eV/Å): 1.79
Molecular weight (g/mol): 224.254
SMILES string: CCNC(=O)[C@@H](C)N.O.O.O.O.O.O

***

[2]
The following is a DFT calculation (ωB97M-V/def2-TZVPD) of a cluster of 9 separate species, C5H24NO8 in total.

```
38
Properties=species:S:1:pos:R:3:forces:R:3:nbo_charge:R:1
C -1.9092 0.6971 1.6211 -0.615 1.085 -0.690 -0.23
C -1.3645 2.1246 1.3402 1.125 0.509 1.374 -0.41
C 0.0048 1.4561 1.0613 0.508 0.931 -0.345 -0.06
C 0.6778 1.8549 -0.2408 -0.771 -0.796 -1.821 -0.70
N -0.6094 0.1291 1.2191 -0.413 -1.009 -0.340 -0.65
C 0.4899 -0.6423 3.7158 0.511 -0.130 0.505 0.29
O 0.4684 0.5265 3.9987 -0.392 -0.022 -0.063 -0.53
H -2.7675 0.5695 0.9493 0.237 -0.756 0.040 0.19
H -2.2219 0.4302 2.6357 0.211 0.251 0.002 0.18
H -1.3108 2.8544 2.1515 -0.227 -0.226 0.257 0.20
H -1.7494 2.6902 0.4931 -0.265 -0.525 -0.249 0.21
H 0.7727 1.5775 1.8317 -0.662 0.365 0.471 0.18
H 0.1243 2.6332 -0.7750 -0.069 0.242 0.314 0.21
H 0.5867 1.0205 -0.9678 0.295 0.261 0.497 0.27
H -0.6829 -0.4585 0.3956 0.296 0.256 -0.208 0.38
H 1.4068 -1.2205 3.9321 0.058 -0.147 -0.207 0.10
H -0.3423 -1.2192 3.2929 -0.197 0.274 0.012 0.13
H -0.3374 -0.3763 -2.8363 -0.256 -0.083 0.438 0.51
H 0.7684 0.7215 -3.1070 0.088 -0.169 0.062 0.47
O 0.6316 -0.1018 -2.6253 -0.050 0.309 -0.718 -1.04
H 1.1099 -1.5594 -1.9298 0.491 -0.284 0.159 0.51
H 0.4440 -2.8367 -1.4494 0.035 -0.141 0.074 0.50
O 1.3174 -2.4029 -1.4661 -0.302 0.251 -0.243 -1.03
H 2.1402 0.6382 1.4488 0.098 0.210 0.648 0.47
H 3.2671 0.5743 0.5645 0.676 0.143 0.028 0.47
O 3.0781 0.8824 1.4618 -0.368 -0.682 -0.619 -0.93
H -1.9294 -1.1633 -3.6612 -0.142 0.080 0.059 0.44
H -2.3000 0.9534 -2.9123 0.075 0.193 0.169 0.51
O -1.7962 -0.8397 -2.7608 0.004 -0.099 -0.762 -1.22
H -1.5020 -2.5672 -0.5760 -0.134 -0.046 0.054 0.45
H -1.6887 -2.2381 -2.0868 0.211 -0.159 0.784 0.51
O -1.4882 -3.0150 -1.4264 -0.028 0.176 -0.434 -1.03
H 2.6388 -2.5584 -0.3135 -0.163 -0.020 0.365 0.51
H 3.1004 -2.0397 1.0929 -0.125 0.090 -0.117 0.46
O 3.2403 -2.7340 0.4450 0.281 -0.099 -0.108 -1.00
H 1.7216 2.1626 -0.2606 -0.020 -0.050 0.628 0.22
H -1.7855 1.6102 -1.7152 0.134 0.214 0.216 0.46
O -2.2042 1.8667 -2.5408 -0.137 -0.398 -0.231 -0.99
```
Positions in Å, forces in eV/Å.

E_HOMO (eV): -6.31
Calculated total energy (eV): -23444.8124
Frontier orbital gap (eV): 9.4070
Maximum force (eV/Å): 2.13
Molecular weight (g/mol): 226.246
Net charge: -1

***

[3]
The following is a DFT calculation (ωB97M-V/def2-TZVPD) of a cluster of 8 separate species, C5H24NO8S in total.

```
39
Properties=species:S:1:pos:R:3:forces:R:3:nbo_charge:R:1
C -1.2212 1.3382 0.6118 0.801 2.528 -1.169 -0.52
C -0.8533 2.3820 -0.4694 0.251 -0.797 -0.754 -0.48
S -0.0163 1.5798 -1.9031 -0.076 -0.014 -0.004 -0.74
C 0.0781 0.7455 1.0783 -1.015 -0.702 0.766 0.73
N 0.2477 -0.5924 0.9977 0.562 0.392 0.252 -0.64
C -0.3270 -1.4654 -0.0483 0.978 0.067 1.808 -0.27
C 0.6058 -2.6567 -0.2846 0.629 0.296 0.233 -0.64
O 0.8727 1.4503 1.7041 0.167 0.106 0.164 -0.72
H -2.0059 0.7086 0.2356 0.546 -0.480 -0.129 0.16
H -1.6456 1.9795 1.3787 0.031 -0.536 0.562 0.26
H -0.1578 3.1138 -0.0632 -0.164 0.063 0.245 0.20
H -1.7572 2.8973 -0.7965 0.021 0.052 -0.020 0.19
H 0.9721 -0.9105 1.6372 0.166 -0.240 -0.539 0.42
H -1.2575 -1.7751 0.4205 -0.593 -0.190 -1.041 0.19
H -0.3378 -0.8282 -0.9276 -0.788 -0.081 -0.050 0.23
H 0.3026 -3.5785 0.2066 -0.349 -0.079 -0.264 0.21
H 0.8079 -2.7805 -1.3473 -0.239 -0.361 0.018 0.24
H 1.5811 -2.4408 0.1651 0.000 0.110 -0.114 0.21
H 2.6739 2.2774 -0.8858 -0.451 0.190 0.206 0.50
H 2.1094 2.4001 0.5559 0.137 -0.260 -0.213 0.51
O 2.9380 2.3633 0.0442 0.197 0.303 0.002 -0.99
H 3.1848 -0.6394 1.2283 0.446 -0.636 0.083 0.47
H 2.7930 0.3326 2.1950 -0.163 -0.102 0.695 0.49
O 3.1163 -0.5885 2.1975 -0.286 0.746 -0.861 -0.96
H 0.6480 -0.7024 -2.5780 -0.065 0.412 -0.190 0.49
H 1.0630 -0.7502 -4.0438 -0.068 0.026 0.170 0.48
O 0.8636 -1.3230 -3.2945 0.018 -0.262 -0.012 -0.99
H -1.8183 1.0935 3.4069 0.011 -0.306 -0.147 0.47
H -3.1114 0.4314 2.7938 0.398 0.064 -0.130 0.50
O -2.7500 1.2228 3.2174 -0.534 0.242 0.552 -0.97
H 3.6146 0.7573 -0.4547 -0.204 -0.211 -0.330 0.49
H 2.7621 -0.3038 -1.1938 -0.087 0.257 -0.121 0.47
O 3.6632 0.0274 -1.1073 0.301 -0.303 0.413 -0.99
H -3.8110 -1.3627 0.7464 -0.097 0.054 0.126 0.48
H -3.3820 -0.0052 0.2701 -0.262 0.105 0.100 0.47
O -3.7627 -0.4430 1.0381 -0.261 -0.571 -0.090 -0.95
H -2.2389 -0.7224 -1.7384 0.135 0.175 -0.353 0.48
H -1.8323 -1.8036 -2.7113 0.006 0.128 -0.058 0.48
O -2.6115 -1.4287 -2.2817 -0.099 -0.182 0.195 -0.96
```
Positions in Å, forces in eV/Å.

E_HOMO (eV): -4.14
Calculated total energy (eV): -34282.3581
Frontier orbital gap (eV): 6.9139
Maximum force (eV/Å): 2.90
Molecular weight (g/mol): 258.313
Net charge: -1

***

[4]
The following is a DFT calculation (ωB97M-V/def2-TZVPD) of a cluster of 7 separate species, C5H24O7 in total.

```
36
Properties=species:S:1:pos:R:3:forces:R:3:nbo_charge:R:1
O -1.3336 0.7913 2.9575 1.200 1.976 -0.458 -0.77
H -0.7526 0.7033 3.7155 0.984 -0.087 0.096 0.56
H -2.0586 0.2443 3.1005 -2.553 -1.850 0.257 0.54
H -0.9526 0.5963 2.0205 1.077 -0.996 -1.081 0.60
O -0.2886 -0.1487 0.7795 0.095 0.889 0.039 -1.28
H -0.0336 -0.5837 -0.0675 -0.536 1.029 0.618 0.49
C 1.0484 -0.9817 -2.6195 1.261 -5.456 0.698 -0.24
O 2.2504 -0.5067 -2.0185 -1.875 -0.434 0.330 -0.72
H 0.5504 -0.4277 -3.2505 -1.618 4.316 -3.561 0.16
H 0.2004 -1.1907 -1.9645 0.418 -0.470 0.973 0.14
H 1.0934 -1.9727 -3.3265 0.823 1.857 2.115 0.16
H 1.8814 -0.1067 -1.1945 1.178 0.401 -0.909 0.49
C -2.0266 -2.6117 -0.6155 4.033 -3.049 1.662 -0.26
O -0.9556 -2.6287 0.4365 -0.651 -1.767 -1.072 -0.79
H -1.7076 -3.2317 -1.5175 -0.622 -0.463 1.652 0.17
H -1.9626 -1.7457 -1.1015 -0.974 4.344 -1.205 0.18
H -2.8426 -2.9047 -0.0105 -1.473 -0.150 -0.577 0.19
H -0.5136 -1.7977 0.6555 -1.022 -0.052 -0.153 0.48
C 2.6574 -1.7017 1.1035 -0.490 -0.367 4.011 -0.29
O 1.6884 -1.3007 2.1745 4.199 -2.325 0.768 -0.76
H 2.2514 -1.7097 0.1535 -1.719 -2.227 -1.877 0.19
H 3.3694 -2.4287 1.5285 -0.798 -0.119 -0.850 0.19
H 3.1604 -0.8657 0.8495 2.749 3.215 0.238 0.17
H 1.0354 -0.9987 1.6355 -3.597 1.756 -1.752 0.47
C -2.5136 2.1983 -0.4485 -0.792 1.602 1.215 -0.24
O -1.6826 1.3133 -1.0775 2.061 -2.089 2.248 -0.76
H -2.3016 2.4323 0.6635 -0.176 -0.906 -1.105 0.12
H -3.5626 1.8443 -0.5465 0.313 0.829 0.097 0.17
H -2.2676 3.1733 -0.8695 -1.014 0.361 -0.314 0.18
H -1.2176 0.8713 -0.2625 -0.468 0.148 -2.319 0.50
C 1.4054 2.9453 -0.2325 -1.187 1.006 -1.361 -0.25
O 1.5814 1.5273 -0.1705 2.889 0.974 -0.993 -0.79
H 1.9274 3.7223 0.3775 0.511 -1.599 0.463 0.17
H 0.3784 2.9923 0.0535 -1.047 1.143 -0.057 0.16
H 1.5174 3.4803 -1.2795 -0.254 -2.023 1.502 0.18
H 0.9774 1.0103 0.3695 -0.926 0.582 0.662 0.51
```
Positions in Å, forces in eV/Å.

E_HOMO (eV): -9.57
Calculated total energy (eV): -19898.5129
Frontier orbital gap (eV): 8.4526
Maximum force (eV/Å): 5.82
Molecular weight (g/mol): 196.240

***

[5]
The following is a DFT calculation (ωB97M-V/def2-TZVPD) of a cluster of 7 separate species, C5H25F6N4O4P in total.

```
45
Properties=species:S:1:pos:R:3:forces:R:3:nbo_charge:R:1
N 6.9774 -1.9282 1.0687 -0.690 0.582 0.054 -0.86
H 7.1224 -2.8184 1.5233 -0.179 -0.826 -0.389 0.47
H 7.5174 -1.2650 1.6059 0.380 0.612 -0.247 0.45
H 6.0088 -1.6420 1.0727 -1.214 0.037 1.105 0.46
H 7.0923 -1.8780 0.0665 1.367 -0.512 -0.484 0.46
N -3.0686 1.8727 2.2838 0.221 1.192 0.187 -0.85
H -3.6192 1.3966 1.5835 0.185 -1.059 -0.325 0.48
H -3.7074 2.2165 2.9866 -0.319 0.330 0.369 0.45
H -2.6194 2.6513 1.8232 -0.103 0.930 -0.550 0.47
H -2.2816 1.4429 2.7485 -0.030 -1.331 -0.073 0.46
N 4.5309 2.9931 4.8342 0.497 0.493 -1.074 -0.85
H 4.0460 3.4628 5.5854 -0.550 -0.343 0.529 0.47
H 4.6170 3.6687 4.0884 0.333 0.758 -0.322 0.45
H 4.0716 2.2371 4.3467 -0.936 -0.915 0.398 0.47
H 5.4597 2.7010 5.1025 0.392 -0.104 0.386 0.45
N 3.9568 2.7898 -2.0631 0.447 -0.679 -0.850 -0.85
H 4.6005 2.0731 -2.3665 -0.027 -0.656 -0.511 0.44
H 3.3042 3.0040 -2.8036 -0.404 0.298 -0.664 0.48
H 4.5758 3.5729 -1.9088 -0.440 0.772 0.845 0.46
H 3.4070 2.3805 -1.3213 -0.210 0.338 1.202 0.48
C 1.5934 -0.8735 1.4451 0.731 1.343 0.954 -0.25
O 2.6803 0.0740 1.5521 -0.868 -1.191 -0.655 -1.04
H 1.3919 -1.3613 2.3988 0.448 -0.609 0.377 0.12
H 0.5947 -0.4670 1.2855 -0.375 1.145 -0.350 0.10
H 1.5755 -1.6403 0.6707 0.923 -0.291 -0.313 0.12
P -0.9897 5.0943 -2.1597 -1.127 -0.216 2.794 2.61
F -1.7692 5.8039 -3.2993 0.465 1.218 -1.425 -0.57
F -2.3713 4.2266 -1.9987 0.400 -1.093 0.687 -0.61
F -0.3242 3.9416 -3.0269 0.106 -0.389 -1.685 -0.60
F -0.2813 4.3073 -0.9038 0.480 -0.473 0.785 -0.63
F 0.3223 6.0202 -2.3650 -0.162 -0.021 0.091 -0.60
F -1.5705 6.0719 -0.9698 0.198 0.594 -0.896 -0.60
C -5.6352 -5.8732 -2.4797 1.268 -0.790 -0.149 -0.64
C -4.6394 -5.1638 -1.5475 0.005 0.446 -1.104 0.07
C -3.8551 -3.9766 -2.1194 0.261 -1.456 -1.259 -0.10
O -4.2076 -2.9223 -1.3143 4.355 2.976 -1.942 -0.47
C -5.0270 -3.2534 -0.4269 -6.030 4.101 0.796 0.95
O -5.7717 -2.4007 0.0597 1.707 -1.124 1.393 -0.63
O -5.3590 -4.4702 -0.5556 -1.458 -4.488 2.240 -0.46
H -6.2436 -5.2212 -3.1063 -0.205 0.270 0.627 0.23
H -6.1917 -6.6624 -1.9741 -0.367 0.519 0.285 0.24
H -5.0872 -6.4652 -3.2127 0.469 0.078 -0.101 0.22
H -3.8091 -5.7438 -1.1446 -0.958 -1.031 0.498 0.18
H -4.2053 -3.7404 -3.1242 0.797 -0.021 -0.240 0.20
H -2.8116 -4.2357 -1.9398 0.219 0.586 -0.995 0.19
```
Positions in Å, forces in eV/Å.

E_HOMO (eV): -10.91
Calculated total energy (eV): -45317.9566
Frontier orbital gap (eV): 4.5397
Maximum force (eV/Å): 7.34
Molecular weight (g/mol): 350.241
Net charge: +2

***

[6]
The following is a DFT calculation (ωB97M-V/def2-TZVPD) of a cluster of 7 separate species, C5H25N2O6 in total.

```
38
Properties=species:S:1:pos:R:3:forces:R:3:mulliken_spin:R:1
C -1.4377 0.6068 1.4395 0.042 -0.873 -1.855 0.11
N -1.3078 1.5153 0.2756 -0.879 -1.043 0.930 0.12
C -1.0777 -0.9253 1.0900 1.254 3.282 1.383 0.29
N 0.2016 -0.8690 0.2338 -0.228 -0.162 -0.603 0.38
C 0.9122 -2.1588 0.3927 -0.702 -1.006 0.113 0.46
C 0.4940 -2.6310 1.8109 0.841 -1.307 -0.914 -0.04
C -0.6092 -1.6954 2.3119 -0.509 -1.626 0.924 -0.08
H -2.5081 0.6099 1.6286 0.063 0.042 0.854 0.04
H -0.8037 0.9052 2.2613 -0.354 0.194 0.265 -0.05
H -2.0671 1.2692 -0.3870 0.641 0.615 0.900 -0.11
H -0.4597 1.3227 -0.2204 0.466 0.202 -0.198 -0.04
H -1.9706 -1.2321 0.5745 0.363 -1.003 -0.720 -0.09
H 0.9026 -0.1507 0.5185 -1.037 -0.033 0.325 -0.05
H -0.0357 -0.6305 -0.7498 0.242 -0.274 0.183 -0.09
H 1.9759 -2.0777 0.1844 -0.062 0.342 0.156 -0.02
H 0.4972 -2.8920 -0.3121 0.152 0.530 -0.152 -0.18
H 0.0737 -3.6201 1.6254 -0.521 0.024 0.040 0.01
H 1.3501 -2.9741 2.4021 -0.047 1.154 0.494 -0.02
H -1.3510 -2.3892 2.7354 -0.375 0.425 -0.439 -0.02
H -0.3814 -1.0911 3.1936 0.482 0.398 -0.578 -0.01
H -0.6139 -0.3663 -4.8536 -0.251 -0.367 0.594 -0.20
H 0.2040 0.8131 -5.0940 0.218 0.416 0.376 -0.06
O -0.2344 0.3708 -4.3430 0.078 0.009 -0.761 0.44
H 0.6888 4.1431 2.4712 -0.067 -0.089 -0.141 0.00
H 0.6862 3.4526 3.8356 0.001 0.083 -0.015 0.00
O 0.9313 3.3230 2.9132 -0.085 0.110 0.266 -0.01
H 1.9440 0.3957 3.1651 -0.038 0.330 0.189 0.00
H 0.9928 1.5144 2.5371 0.623 0.145 0.281 0.00
O 1.5008 0.7030 2.3734 -0.105 -0.559 -0.682 -0.03
H 2.6281 -3.0889 -2.8752 -0.054 0.027 0.113 -0.07
H 2.1731 -2.2336 -4.0295 -0.242 0.250 -0.021 -0.08
O 2.0226 -2.3639 -3.0828 0.235 -0.232 0.045 0.23
H -1.9835 1.4387 -2.2490 -0.166 0.024 -0.356 0.07
H -3.3536 2.0589 -2.5926 0.040 -0.093 -0.066 -0.10
O -2.8412 1.6875 -1.8670 -0.183 0.025 -0.600 0.19
H 0.8110 2.0222 -1.7369 0.129 -0.046 -0.731 0.03
H 0.9232 0.5941 -2.5071 -0.159 0.564 -0.421 0.05
O 0.8652 1.0636 -1.6581 0.193 -0.480 0.820 -0.04
```
Positions in Å, forces in eV/Å.

2S+1: 2
E_HOMO (alpha / beta) (eV): -2.15 / -9.18
Calculated total energy (eV): -20851.8118
Frontier orbital gap (alpha / beta) (eV): 2.3005 / 9.2781
Maximum force (eV/Å): 3.78
Molecular weight (g/mol): 209.263